<a>
Here is C2H5NS as an isolated structure from OMol25. Energies are from ωB97M-V/def2-TZVPD.

Cartesian coordinates (Å):
C  -0.606  0.389  0.077
C  0.101  -1.020  0.103
N  0.644  1.170  0.096
S  1.756  -0.169  0.001
H  -1.415  0.499  -0.593
H  -1.126  0.614  0.993
H  -0.204  -1.656  1.003
H  0.068  -1.514  -0.894
H  0.782  1.688  -0.785

The total charge is 0. The value obtained for the HOMO-LUMO gap is 8.6 eV.

<b>
Here is C2H5NS as an isolated structure from OMol25. Energies are from ωB97M-V/def2-TZVPD.

Cartesian coordinates (Å):
C  -1.042  0.828  1.028
C  -0.224  0.062  -0.118
H  -2.114  0.092  1.501
H  -0.224  1.093  1.760
H  -1.316  1.717  0.184
H  -0.294  -0.020  -2.065
H  -1.205  1.651  -1.073
N  -0.842  0.428  -1.245
S  1.165  -0.804  0.184

The total charge is 0. The value obtained for the HOMO-LUMO gap is 8.2 eV.

Which is most stable, and by how much? <a>, by 39.1 kcal/mol.

<a>
Here is a 2-piece molecular cluster, CH2O3S overall from OMol25. Energies are from ωB97M-V/def2-TZVPD.

Cartesian coordinates (Å):
C  1.513  0.778  -0.034
O  -1.681  -0.297  1.067
O  -2.437  -1.899  -0.577
O  1.372  0.154  -1.041
S  -1.649  -0.717  -0.319
H  0.508  1.027  0.487
H  2.375  0.953  0.418

The total charge is 0. The value obtained for the HOMO-LUMO gap is 9.4 eV.

<b>
Here is a 2-piece molecular cluster, CH2O3S overall from OMol25. Energies are from ωB97M-V/def2-TZVPD.

Cartesian coordinates (Å):
C  1.115  0.213  1.031
O  -1.544  -0.148  -1.610
O  1.251  1.323  0.640
O  -0.011  -0.579  0.949
S  -1.892  0.038  -3.070
H  1.668  -0.353  1.807
H  -0.588  -0.495  0.253

The total charge is 0. The value obtained for the HOMO-LUMO gap (alpha / beta) is 7.8 / 7.8 eV.

Which is most stable, and by how much? <a>, by 11.6 kcal/mol.

<a>
Here is a 2-piece molecular cluster, C2H2O3S overall from OMol25. Energies are from ωB97M-V/def2-TZVPD.

Cartesian coordinates (Å):
C  2.425  -1.672  -0.049
C  -1.000  0.415  -0.066
O  3.407  -1.529  0.486
O  1.214  1.401  -0.596
O  -2.283  0.493  0.392
S  0.017  1.623  0.199
H  -2.844  -0.318  0.327
H  -0.937  -0.413  -0.694

The total charge is 0. Its spin multiplicity is 3. The value obtained for the HOMO-LUMO gap (alpha / beta) is 6.8 / 8.6 eV.

<b>
Here is an isolated molecule of C2H2O3S from OMol25. Energies are from ωB97M-V/def2-TZVPD.

Cartesian coordinates (Å):
C  0.806  -0.013  0.137
C  -0.320  -0.680  -0.054
O  0.857  -3.070  0.493
O  0.947  -2.558  -1.919
O  1.890  -0.793  -0.253
S  0.770  -2.134  -0.571
H  0.951  0.956  0.312
H  -1.255  -0.206  -0.271

The total charge is 0. Its spin multiplicity is 3. The value obtained for the HOMO-LUMO gap (alpha / beta) is 7.2 / 9.1 eV.

Which is most stable, and by how much? <a>, by 51.3 kcal/mol.

<a>
Here is a 5-piece molecular cluster, CH12NO4 overall from OMol25. Energies are from ωB97M-V/def2-TZVPD.

Cartesian coordinates (Å):
C  -1.028  0.569  -0.416
N  -0.707  -0.347  0.433
H  -0.257  1.122  -1.026
H  -2.109  0.695  -0.360
H  0.370  -0.287  0.788
H  -1.385  -1.036  0.590
H  -2.339  2.569  -3.789
H  -2.611  3.490  -2.545
O  -2.213  2.646  -2.806
H  1.568  0.497  3.294
H  1.311  1.996  2.973
O  1.224  1.061  2.541
H  2.593  0.581  0.036
H  3.155  -0.776  -0.454
O  2.344  -0.205  -0.484
H  0.740  -3.692  0.051
H  -0.611  -4.418  0.952
O  -0.018  -3.717  0.619

The total charge is +2. Its spin multiplicity is 2. The value obtained for the HOMO-LUMO gap (alpha / beta) is 10.4 / 2.0 eV.

<b>
Here is a 5-piece molecular cluster, CH12NO4 overall from OMol25. Energies are from ωB97M-V/def2-TZVPD.

Cartesian coordinates (Å):
C  0.255  -1.913  -2.024
N  -0.206  -0.747  -2.252
H  0.397  -2.669  -2.787
H  0.553  -2.084  -1.002
H  -0.028  -0.080  -1.389
H  -0.524  -0.607  -3.208
H  -0.350  4.354  -0.130
H  1.151  4.083  -0.130
O  0.294  3.640  -0.078
H  -0.024  1.825  -0.502
H  -0.323  0.800  0.575
O  0.054  0.854  -0.312
H  0.664  -2.969  2.012
H  -0.134  -1.617  1.873
O  0.234  -2.377  1.333
H  -1.445  -0.225  2.685
H  -0.007  0.026  3.031
O  -0.560  -0.294  2.302

The total charge is +2. Its spin multiplicity is 2. The value obtained for the HOMO-LUMO gap (alpha / beta) is 10.3 / 3.1 eV.

Which is most stable, and by how much? <b>, by 51.0 kcal/mol.

<a>
Here is an isolated ion of composition C4H8NO2 and charge +1 from OMol25. Energies are from ωB97M-V/def2-TZVPD.

Cartesian coordinates (Å):
C  -1.371  1.086  -0.010
C  0.852  0.457  -0.996
C  1.004  0.425  1.062
C  -0.143  0.178  0.101
N  -0.710  -1.238  0.024
O  -2.455  0.683  -0.086
O  1.841  0.599  -0.040
H  -1.192  2.240  -0.231
H  0.914  -0.390  -1.815
H  0.703  1.331  -1.550
H  1.112  1.233  1.771
H  1.245  -0.524  1.574
H  -0.050  -1.615  -0.767
H  -1.756  -1.371  -0.051
H  -0.547  -1.913  0.754

The total charge is +1. The value obtained for the HOMO-LUMO gap is 11.0 eV.

<b>
Here is a 2-piece molecular cluster, C4H8NO2 overall from OMol25. Energies are from ωB97M-V/def2-TZVPD.

Cartesian coordinates (Å):
C  -2.259  0.272  -0.102
C  -0.174  -0.543  -1.376
C  0.029  -1.325  -0.138
C  -0.947  0.273  -0.269
N  1.007  -1.148  0.775
O  -3.376  0.133  0.217
O  1.170  1.827  0.723
H  -0.584  1.116  0.349
H  0.652  -0.028  -1.702
H  -0.648  -0.885  -2.240
H  -0.707  -2.225  0.082
H  0.929  -1.346  1.741
H  1.548  2.291  1.455
H  1.803  -0.549  0.652
H  1.555  2.137  -0.167

The total charge is +1. The value obtained for the HOMO-LUMO gap is 9.7 eV.

Which is most stable, and by how much? <b>, by 17.1 kcal/mol.

<a>
Here is C25H60N4O11Sr3 as an isolated structure from OMol25. Energies are from ωB97M-V/def2-TZVPD.

Cartesian coordinates (Å):
Sr  -29.006  37.320  32.384
Sr  -31.400  39.240  29.697
Sr  -28.001  37.943  28.505
C  -29.539  37.774  30.202
O  -29.783  38.192  29.051
O  -28.533  37.220  30.515
O  -30.244  38.268  31.158
C  -29.101  31.942  29.148
O  -28.943  33.313  29.116
C  -29.996  34.026  28.395
C  -29.819  35.611  28.622
N  -28.414  36.035  28.383
C  -28.108  35.901  26.927
C  -26.709  36.463  26.520
O  -26.487  37.836  26.767
C  -25.694  38.521  25.793
H  -28.237  31.431  29.572
H  -29.278  31.490  28.172
H  -29.957  31.594  29.727
H  -30.970  33.746  28.796
H  -30.009  33.776  27.335
H  -30.174  35.952  29.595
H  -30.438  36.239  27.982
H  -27.830  35.380  28.883
H  -28.818  36.490  26.346
H  -28.286  34.921  26.484
H  -26.615  36.311  25.444
H  -25.877  35.857  26.879
H  -24.643  38.234  25.814
H  -25.851  39.594  25.907
H  -26.130  38.487  24.794
C  -33.750  37.511  35.151
O  -33.003  38.020  34.082
C  -32.798  37.243  32.878
C  -31.754  36.129  32.954
N  -30.434  36.589  33.537
C  -29.500  35.587  33.965
C  -29.048  34.557  32.889
O  -28.497  35.230  31.799
C  -28.382  34.414  30.699
H  -34.353  38.306  35.590
H  -32.983  37.191  35.856
H  -34.314  36.622  34.872
H  -32.336  38.009  32.255
H  -33.689  36.977  32.309
H  -31.622  35.758  31.938
H  -32.018  35.397  33.718
H  -30.735  37.086  34.363
H  -29.956  35.065  34.806
H  -28.592  36.058  34.342
H  -29.945  33.975  32.681
H  -28.394  33.786  33.297
H  -27.745  33.530  30.717
H  -27.813  34.968  29.952
H  -29.244  34.362  30.034
C  -26.015  33.369  28.396
O  -26.498  34.630  28.829
C  -25.511  35.219  29.655
C  -26.064  36.535  30.286
N  -26.120  37.596  29.187
C  -25.826  39.003  29.592
C  -25.973  40.109  28.450
O  -27.295  40.105  27.902
C  -27.575  41.325  27.232
H  -25.929  32.624  29.187
H  -25.043  33.429  27.905
H  -26.686  33.057  27.595
H  -24.699  35.443  28.963
H  -25.043  34.555  30.382
H  -25.412  36.689  31.145
H  -27.078  36.455  30.677
H  -25.352  37.439  28.551
H  -24.799  38.939  29.952
H  -26.399  39.394  30.433
H  -25.159  40.034  27.729
H  -25.808  41.050  28.975
H  -28.620  41.448  26.949
H  -26.951  41.264  26.340
H  -27.176  42.189  27.764
C  -34.699  38.124  31.128
O  -33.377  38.661  31.201
C  -33.260  39.346  32.394
C  -31.845  39.954  32.477
N  -31.545  40.639  31.275
C  -30.304  41.394  31.242
C  -30.030  42.153  29.979
O  -30.143  41.203  28.951
C  -29.705  41.803  27.666
H  -35.400  38.959  31.143
H  -34.843  37.429  31.956
H  -34.654  37.481  30.249
H  -33.293  38.711  33.279
H  -33.968  40.170  32.485
H  -31.106  39.252  32.863
H  -31.939  40.616  33.337
H  -32.222  41.388  31.314
H  -29.424  40.782  31.437
H  -30.330  42.079  32.090
H  -29.024  42.561  30.075
H  -30.710  42.991  29.826
H  -28.711  42.230  27.797
H  -30.464  42.416  27.179
H  -29.514  41.003  26.951

The total charge is +4. The value obtained for the HOMO-LUMO gap is 8.2 eV.

<b>
Here is C25H60N4O11Sr3 as an isolated structure from OMol25. Energies are from ωB97M-V/def2-TZVPD.

Cartesian coordinates (Å):
Sr  -3.271  3.171  2.271
Sr  2.690  0.085  -0.746
Sr  -3.484  -2.169  -1.811
C  -1.170  0.214  0.488
O  -0.646  -0.336  -0.446
O  -2.425  0.248  0.474
O  -0.522  0.910  1.275
C  6.628  -0.305  -1.736
O  5.368  -0.879  -1.847
C  5.346  -2.127  -2.618
C  4.030  -2.796  -2.971
N  2.963  -2.732  -1.990
C  3.237  -3.606  -0.877
C  2.471  -3.325  0.397
O  3.018  -2.213  1.109
C  3.039  -2.191  2.598
H  6.742  0.401  -0.913
H  6.964  0.241  -2.618
H  7.311  -1.153  -1.686
H  5.980  -2.910  -2.200
H  5.879  -2.040  -3.565
H  4.187  -3.840  -3.243
H  3.697  -2.315  -3.890
H  2.143  -3.171  -2.385
H  4.265  -3.931  -0.713
H  2.707  -4.460  -1.298
H  2.641  -4.260  0.931
H  1.392  -3.178  0.345
H  3.388  -1.241  3.003
H  3.767  -2.931  2.930
H  2.095  -2.431  3.087
C  -4.564  0.643  4.411
O  -3.437  1.478  4.364
C  -2.776  1.669  5.615
C  -1.333  2.328  5.514
N  -1.762  3.630  4.982
C  -0.649  4.491  4.832
C  -0.978  5.787  4.017
O  -1.385  5.321  2.724
C  -1.515  6.513  1.933
H  -4.999  0.359  3.453
H  -5.433  0.834  5.040
H  -4.232  -0.314  4.814
H  -2.486  0.665  5.926
H  -3.465  1.903  6.427
H  -0.800  1.804  4.721
H  -0.820  2.608  6.434
H  -2.100  3.916  5.890
H  0.281  4.015  4.520
H  -0.290  4.775  5.821
H  -0.097  6.415  3.888
H  -1.807  6.334  4.466
H  -1.939  6.201  0.979
H  -0.571  7.001  1.690
H  -2.225  7.244  2.321
C  -3.881  -2.286  -5.528
O  -4.718  -2.523  -4.409
C  -5.790  -3.371  -4.787
C  -6.579  -3.807  -3.579
N  -5.695  -4.447  -2.559
C  -6.352  -5.097  -1.384
C  -5.203  -5.457  -0.370
O  -4.632  -4.229  0.112
C  -3.745  -4.295  1.244
H  -2.970  -1.933  -5.045
H  -4.243  -1.470  -6.154
H  -3.610  -3.103  -6.197
H  -5.446  -4.213  -5.387
H  -6.482  -2.771  -5.378
H  -7.373  -4.529  -3.772
H  -6.942  -2.862  -3.174
H  -5.153  -5.158  -3.029
H  -6.786  -6.069  -1.617
H  -6.901  -4.312  -0.862
H  -4.559  -6.093  -0.978
H  -5.552  -6.047  0.477
H  -3.003  -5.066  1.034
H  -4.380  -4.439  2.118
H  -3.236  -3.331  1.249
C  1.932  1.083  -4.292
O  2.275  1.767  -3.117
C  2.303  3.105  -3.316
C  2.641  3.762  -1.991
N  3.860  3.230  -1.462
C  4.347  3.960  -0.288
C  3.794  3.393  0.981
O  4.148  1.944  1.057
C  5.129  1.711  2.034
H  1.223  1.653  -4.892
H  1.645  0.061  -4.042
H  2.807  0.852  -4.899
H  1.300  3.398  -3.627
H  2.922  3.433  -4.151
H  1.923  3.559  -1.196
H  2.669  4.841  -2.137
H  4.624  3.546  -2.042
H  4.087  4.991  -0.529
H  5.430  3.993  -0.164
H  2.711  3.443  1.089
H  4.223  4.023  1.761
H  6.116  2.114  1.806
H  5.222  0.642  2.226
H  4.860  2.051  3.034

The total charge is +4. The value obtained for the HOMO-LUMO gap is 5.6 eV.

Which is most stable, and by how much? <b>, by 666.4 kcal/mol.

<a>
Here is an isolated molecule of CHClINO from OMol25. Energies are from ωB97M-V/def2-TZVPD.

Cartesian coordinates (Å):
C  -1.307  -0.036  0.299
N  -1.354  1.123  -0.088
O  -1.815  -1.014  0.688
Cl  0.075  2.037  -0.113
I  1.651  -0.390  -0.064
H  2.750  -1.718  -0.722

The total charge is 0. The value obtained for the HOMO-LUMO gap is 9.2 eV.

<b>
Here is a 2-piece molecular cluster, CHClINO overall from OMol25. Energies are from ωB97M-V/def2-TZVPD.

Cartesian coordinates (Å):
C  -0.340  3.168  -1.443
N  0.177  4.156  -1.082
O  0.820  4.928  -0.450
Cl  -1.247  2.387  -2.557
I  0.244  0.505  0.363
H  0.240  -1.072  0.380

The total charge is 0. The value obtained for the HOMO-LUMO gap is 9.7 eV.

Which is most stable, and by how much? <a>, by 26.1 kcal/mol.

<a>
Here is an isolated ion of composition C6H10N and charge +1 from OMol25. Energies are from ωB97M-V/def2-TZVPD.

Cartesian coordinates (Å):
C  -1.303  -0.669  0.755
C  -1.752  0.769  -0.651
C  0.859  1.174  0.592
C  -2.512  -0.525  -0.217
C  -0.429  0.424  0.046
C  1.614  -1.031  -0.440
N  0.891  0.230  -0.508
H  -1.530  -0.505  1.810
H  -0.870  -1.707  0.977
H  -1.604  0.838  -1.663
H  -2.159  1.566  -0.124
H  1.056  2.167  0.532
H  1.099  0.741  1.507
H  2.660  -0.724  -0.769
H  1.650  -1.427  0.589
H  1.360  -1.833  -0.958
H  0.967  0.514  -1.481

The total charge is +1. The value obtained for the HOMO-LUMO gap is 8.9 eV.

<b>
Here is an isolated ion of composition C6H10N and charge +1 from OMol25. Energies are from ωB97M-V/def2-TZVPD.

Cartesian coordinates (Å):
C  -0.090  -1.876  0.891
C  1.170  -1.603  0.954
C  0.095  0.918  1.189
C  0.320  -0.506  0.931
C  0.870  0.806  -1.300
C  -1.465  0.373  -0.667
N  -0.042  0.497  -0.270
H  -0.922  -2.586  0.955
H  2.168  -2.068  0.907
H  -0.831  1.073  1.707
H  0.851  1.602  1.460
H  1.599  0.010  -1.239
H  0.300  0.846  -2.291
H  1.402  1.729  -1.044
H  -1.594  -0.683  -0.966
H  -2.109  0.425  0.302
H  -1.721  1.043  -1.519

The total charge is +1. The value obtained for the HOMO-LUMO gap is 11.3 eV.

Which is most stable, and by how much? <b>, by 64.7 kcal/mol.

<a>
Here is an isolated ion of composition C6H10N and charge +1 from OMol25. Energies are from ωB97M-V/def2-TZVPD.

Cartesian coordinates (Å):
C  -0.050  1.654  -0.409
C  -1.866  0.463  -0.127
C  0.034  -0.866  -0.913
C  -0.705  0.503  -1.018
C  -0.594  0.610  0.615
C  1.649  -0.733  0.911
N  0.255  -0.720  0.537
H  0.992  1.682  -0.746
H  -0.568  2.572  -0.163
H  -2.390  1.355  -0.149
H  -2.546  -0.482  0.050
H  -0.804  -1.599  -1.211
H  0.999  -0.815  -1.525
H  2.110  0.228  0.750
H  1.589  -0.962  1.976
H  2.161  -1.511  0.304
H  -0.266  -1.377  1.118

The total charge is +1. The value obtained for the HOMO-LUMO gap is 10.7 eV.

<b>
Here is a 2-piece molecular cluster, C6H10N overall from OMol25. Energies are from ωB97M-V/def2-TZVPD.

Cartesian coordinates (Å):
C  -2.366  1.854  0.269
C  -1.556  1.154  -0.307
C  2.893  0.330  -0.115
C  1.839  0.717  0.573
C  -0.792  -1.191  -0.507
C  -0.657  0.260  -0.828
N  -1.210  -1.620  0.718
H  -2.742  2.645  0.845
H  3.784  0.354  0.393
H  2.904  0.048  -1.083
H  1.938  0.987  1.542
H  -1.569  -1.384  -1.359
H  0.063  -1.692  -0.725
H  0.032  0.448  -1.650
H  -1.378  -2.568  0.992
H  -2.030  -1.074  1.038
H  0.845  0.733  0.203

The total charge is +1. The value obtained for the HOMO-LUMO gap (alpha / beta) is 6.9 / 6.9 eV.

Which is most stable, and by how much? <a>, by 38.8 kcal/mol.